A 2-piece molecular cluster, C6H8N4 overall. Source: the Open Molecules 2025 dataset; level of theory: the ωB97M-V functional and the def2-TZVPD basis.

- LUMO level (spin up / spin down): -12.161 / -12.831 eV
- Gap between HOMO and LUMO (spin up / spin down): 7.46 / 7.20 eV
- Charge: +2
- ΔE to the lowest compared entry with this formula, charge and spin: 1.346 eV

```
18
Properties=species:S:1:pos:R:3:forces:R:3
C 0.16765 1.22389 -0.76709 -1.71 2.79 -2.34
C 0.84804 -0.52050 0.77898 -0.47 -0.84 -0.25
C -1.16302 0.92191 -0.63027 0.05 -2.72 1.77
C -0.45712 -0.93295 0.76553 -1.35 0.39 -0.60
C 1.19993 0.59169 -0.04226 -2.96 -1.93 0.74
C -2.79156 -0.64150 0.11628 -3.93 -3.39 -2.04
N 4.87303 -0.87893 0.05248 1.29 -0.91 0.14
N 4.00896 -0.23254 -0.00115 -0.77 0.40 -0.28
N -1.48145 -0.25972 0.14056 5.16 2.81 -0.25
N 2.32962 1.07735 0.11736 3.57 2.33 0.38
H 0.34538 2.10684 -1.45213 0.25 -1.09 0.95
H 1.57272 -1.15666 1.29678 -0.09 0.51 -0.14
H -2.08445 1.33621 -1.06234 0.94 0.34 -0.12
H -0.70236 -1.84712 1.23696 -0.60 -0.69 0.58
H -2.93842 -1.74710 0.23179 0.40 0.91 1.17
H -3.53119 -0.04408 0.69853 0.73 -0.23 -0.45
H -3.02642 -0.71922 -0.99097 -0.45 1.05 0.96
H 2.83065 1.72245 -0.48901 -0.04 0.28 -0.22
```
Positions in Å, forces in eV/Å.

---

C9H12Cl2N4O3PmY as an isolated structure. Source: the Open Molecules 2025 dataset; level of theory: the ωB97M-V functional and the def2-TZVPD basis.

- <S²>: 6.011
- 2S+1: 5
- LUMO level (spin up / spin down): -16.544 / -16.544 eV
- Gap between HOMO and LUMO (spin up / spin down): 3.32 / 3.33 eV
- Charge: +4

```
32
Properties=species:S:1:pos:R:3:forces:R:3
Y -1.37597 -0.29822 -5.80334 -5.20 -1.29 1.90
Pm 1.49084 1.21323 -1.08004 -1.10 -0.82 -0.14
Cl -1.48004 -1.74108 -3.81497 0.44 1.29 -1.46
Cl -0.16664 2.81445 -2.07905 0.70 -0.90 0.07
C 2.53974 3.15005 -0.02250 1.13 7.20 2.00
C 0.54918 -1.23960 -6.43368 8.90 -3.67 -1.90
C 0.30948 1.28603 -6.10077 6.51 5.30 -2.19
O 2.68257 4.26706 0.25353 -0.50 -5.64 -1.23
O 1.64792 -1.58129 -6.61498 -6.07 1.74 0.92
O 1.22062 1.92170 -6.44542 -4.93 -3.31 1.92
C -0.46572 1.12871 1.03862 -1.29 -0.50 1.77
N 0.16923 -0.03941 0.33787 0.45 0.32 0.23
C -0.85559 -1.14028 0.24760 -0.79 -0.89 0.74
N -1.36050 -1.55537 1.57167 1.31 1.44 -0.16
C -1.94779 -0.36893 2.24838 -0.34 0.17 -0.38
N -0.97693 0.75618 2.40660 1.19 -0.73 -1.22
C 0.16006 0.23596 3.21175 0.22 0.10 0.02
N 0.83050 -0.94399 2.58683 -0.67 1.08 -1.63
C 1.29961 -0.52866 1.21573 -0.65 -0.96 1.62
C -0.21589 -1.99991 2.40630 0.27 -0.33 -0.30
H -1.32622 1.46025 0.44532 0.29 0.13 0.06
H 0.28517 1.94187 1.17901 -0.15 -0.04 -0.08
H -0.37376 -1.99799 -0.23282 -0.13 0.09 0.00
H -1.69028 -0.76381 -0.34951 0.08 -0.08 0.00
H -2.30582 -0.66416 3.24877 0.13 0.19 -0.47
H -2.78749 -0.00906 1.64445 -0.01 -0.07 0.23
H 0.90538 1.03336 3.32814 -0.16 -0.13 0.18
H -0.21903 -0.07286 4.20017 0.23 0.24 -0.41
H 1.74539 -1.41186 0.73749 0.10 0.20 0.04
H 2.04180 0.29391 1.34701 -0.02 -0.17 0.06
H -0.58533 -2.28576 3.40325 0.19 0.05 -0.42
H 0.25554 -2.86049 1.91858 -0.12 0.01 0.24
```
Positions in Å, forces in eV/Å.

---

C9H11BrO3S as an isolated structure. Source: the Open Molecules 2025 dataset; level of theory: the ωB97M-V functional and the def2-TZVPD basis.

- LUMO level: 0.470 eV
- Gap between HOMO and LUMO: 10.17 eV
- ΔE to the lowest compared entry with this formula, charge and spin: 0.000 eV

```
25
Properties=species:S:1:pos:R:3:forces:R:3
C 0.29176 -3.50525 0.84120 0.68 -1.24 -1.89
C 0.55665 -3.05211 -0.46566 0.99 2.30 0.13
C -0.03902 -2.70774 1.84837 -1.43 2.30 1.96
C 0.48560 -1.65211 -0.72395 -2.03 -3.07 2.91
C -0.28158 -1.30814 1.60379 -0.49 -2.99 3.82
C -0.10063 -0.92596 0.35932 1.33 3.13 -3.30
C -0.36086 3.53534 -1.04982 -1.59 -0.21 0.12
C -0.18303 0.55490 0.02911 -0.10 -0.39 0.53
C 1.18626 1.21471 0.06600 0.88 -0.76 -1.88
O 2.14249 3.57940 -0.45071 -0.65 -0.61 0.44
O 0.64798 3.29308 1.52717 -0.23 0.04 -1.05
O -1.06345 1.37150 0.76500 0.15 -1.19 0.51
S 0.94980 2.98294 0.14033 1.19 3.23 -0.34
Br 2.24675 0.71880 1.56960 0.36 0.03 0.52
H 0.37963 -4.54731 1.05839 0.20 -0.61 -0.11
H 1.04672 -3.73544 -1.12672 -0.23 -0.28 -0.66
H -0.21013 -3.16389 2.83029 0.11 0.44 -0.28
H 0.56730 -1.15619 -1.65399 0.48 0.09 -0.91
H -0.61141 -0.67976 2.48152 0.35 -0.50 -1.45
H -0.27774 4.58022 -1.42518 0.81 -0.55 1.00
H -0.27448 2.95956 -1.97603 0.09 -0.35 0.30
H -1.41199 3.44293 -0.64749 1.36 -0.25 -0.20
H -0.57229 0.60585 -0.93119 -0.42 0.23 -2.20
H 1.87397 0.97760 -0.80808 -1.23 0.41 0.89
H -0.56310 1.41627 1.58051 -0.59 0.78 1.13
```
Positions in Å, forces in eV/Å.

---

| no. | electronic energy (eV) | M (g mol⁻¹) |
| --- | --- | --- |
| 1 | -12289.7583 | 136.16 |
| 2 | -64227.3677 | 529.03 |
| 3 | -96529.3147 | 279.15 |